1.
Formula: H19O10
Source: the Open Molecules 2025 dataset
Level of theory: ωB97M-V/def2-TZVPD

The total charge is -1. As for the molar mass: 179.1 u. The orbital gap comes out at 8.60 eV. The HOMO energy comes out at -6.0 eV. The energy relative to the best compared isomer or geometry (same formula, charge and spin) is 1.4315 eV. The calculated total energy comes out at -20785.08578 eV.

Each line ends with the Mulliken charge.
Cartesian coordinates (Å):
O: 0.038 2.264 0.691  -0.58
H: 2.019 1.071 1.176  0.33
H: 0.075 1.495 0.134  0.32
O: -1.389 -2.193 -1.186  -0.74
H: -1.458 -1.312 -0.499  0.35
H: 0.073 0.473 2.767  0.32
O: 0.425 2.745 -3.150  -0.61
H: -0.976 -1.946 -2.018  0.24
H: -0.291 3.259 -2.787  0.29
O: 1.012 -0.252 -0.658  -0.73
H: -1.055 -4.320 -0.756  0.33
H: -0.618 2.810 0.295  0.24
O: -0.166 -4.620 -0.980  -0.67
H: 1.732 -0.497 -2.261  0.45
H: 1.592 0.512 -3.248  0.27
O: -3.017 0.153 3.224  -0.66
H: -2.165 0.261 2.786  0.33
H: -3.624 0.078 2.480  0.31
O: -1.333 -0.672 0.706  -0.85
H: -2.035 -0.727 1.295  0.02
H: 2.875 0.728 2.345  0.33
O: 2.857 1.304 1.574  -0.63
H: 0.715 1.750 2.855  0.34
H: 0.242 -3.759 -1.105  0.34
O: 2.037 -0.336 -3.185  -0.67
H: -0.046 2.009 -3.560  0.33
O: 0.639 0.945 3.380  -0.68
H: 1.650 -0.735 -0.149  0.31
H: 0.192 -0.492 -0.167  0.39

Cartesian forces (eV/Å) of the 3 atoms listed first:
0.7212 0.2978 0.8672
-0.3455 0.1813 -0.4031
0.0187 -0.8470 -0.4395

=====

2.
Formula: H2
Source: the Open Molecules 2025 dataset
Level of theory: ωB97M-V/def2-TZVPD

The total charge is 0. As for the molar mass: 2.0 u. The orbital gap comes out at 6.22 eV. The HOMO energy comes out at -9.6 eV. The energy relative to the best compared isomer or geometry (same formula, charge and spin) is 6.4398 eV. The calculated total energy comes out at -25.14927 eV.

Each line ends with the Mulliken charge.
Cartesian coordinates (Å):
H: -0.881 0.008 0.943  0.00
H: 0.881 -0.008 -0.943  0.00

Force components x, y, z for each atom (eV/Å):
1.3216 -0.0115 -1.4144
-1.3216 0.0115 1.4144

=====

3.
Formula: H20KrO10
Source: the Open Molecules 2025 dataset
Level of theory: ωB97M-V/def2-TZVPD

The total charge is 0. As for the molar mass: 263.9 u. The orbital gap comes out at 10.91 eV. The HOMO energy comes out at -11.0 eV. The energy relative to the best compared isomer or geometry (same formula, charge and spin) is 0.1302 eV. The calculated total energy comes out at -95730.26124 eV.

Each line ends with the Mulliken charge.
Cartesian coordinates (Å):
Kr: -0.299 -1.173 -0.415  0.01
O: 1.440 -2.406 2.909  -0.63
H: 2.116 -2.883 2.427  0.30
H: 0.662 -2.960 2.843  0.30
O: -4.305 -0.726 0.053  -0.66
H: -4.006 0.006 0.591  0.36
H: -3.922 -1.500 0.466  0.28
O: -2.901 1.140 1.951  -0.66
H: -2.154 1.461 1.446  0.38
H: -2.518 0.817 2.766  0.31
O: 1.077 0.570 2.923  -0.60
H: 1.267 -0.364 3.016  0.34
H: 1.724 0.885 2.292  0.32
O: 2.979 -1.819 -3.338  -0.64
H: 2.799 -1.511 -2.450  0.36
H: 3.851 -1.477 -3.538  0.30
O: -0.527 1.292 -2.642  -0.67
H: 0.252 0.846 -2.975  0.34
H: -1.110 0.585 -2.368  0.27
O: 3.215 -0.679 -0.739  -0.63
H: 3.519 -1.177 0.019  0.28
H: 2.932 0.161 -0.377  0.31
O: 2.085 2.109 0.756  -0.74
H: 1.295 1.984 0.231  0.41
H: 1.841 2.772 1.402  0.29
O: -0.696 2.090 0.114  -0.62
H: -0.849 1.929 -0.817  0.36
H: -0.743 3.042 0.203  0.28
O: -2.922 -0.814 -2.580  -0.65
H: -2.588 -1.662 -2.290  0.27
H: -3.514 -0.537 -1.881  0.39

Cartesian forces (eV/Å) of the 3 atoms listed first:
0.0728 -0.1616 0.1982
0.0714 0.1920 0.0848
0.2196 -0.1115 -0.0912

=====

4.
Formula: H20NO8
Source: the Open Molecules 2025 dataset
Level of theory: ωB97M-V/def2-TZVPD

The total charge is +1. As for the molar mass: 162.2 u. The orbital gap comes out at 10.26 eV. The HOMO energy comes out at -13.7 eV. The energy relative to the best compared isomer or geometry (same formula, charge and spin) is 1.7382 eV. The calculated total energy comes out at -18188.51997 eV.

Each line ends with the Mulliken charge.
Cartesian coordinates (Å):
N: -0.318 -0.439 0.742  -0.10
H: -0.483 0.527 0.540  0.13
H: -1.009 -0.818 1.368  0.38
H: 0.610 -0.559 1.000  0.34
H: -0.383 -0.763 -0.204  0.22
O: 3.852 -2.468 1.829  -0.60
H: 3.091 -1.929 1.635  0.28
H: 3.382 -3.211 2.219  0.33
O: 2.090 -0.585 -0.881  -0.53
H: 2.847 -0.031 -0.929  0.29
H: 2.454 -1.442 -0.950  0.28
O: -0.815 0.743 -2.057  -0.58
H: -0.073 1.314 -2.143  0.27
H: -0.671 -0.019 -2.589  0.30
O: -0.147 -3.036 -1.059  -0.59
H: -0.902 -3.497 -1.371  0.26
H: 0.000 -3.390 -0.185  0.32
O: -2.749 -1.896 -0.153  -0.60
H: -2.703 -2.842 0.012  0.29
H: -2.736 -1.773 -1.132  0.32
O: -0.738 4.084 0.455  -0.65
H: -0.489 4.942 0.664  0.28
H: 0.029 3.460 0.668  0.42
O: 1.304 2.523 0.724  -0.71
H: 1.298 2.462 -0.226  0.33
H: 2.012 3.166 0.851  0.33
O: -2.749 1.625 0.674  -0.62
H: -3.135 1.258 -0.130  0.30
H: -2.869 2.593 0.629  0.32

Cartesian forces (eV/Å) of the 3 atoms listed first:
-1.1083 0.5920 -0.9988
-0.5490 1.4720 0.6787
-0.4711 -0.1598 0.0687